# 1
Molecular formula: C27H98N10O22
Method: DFT, wB97M-V/def2-TZVPD

```
! RIJCOSX wB97M-V def2-TZVPD def2/J DEFGRID3
* xyz 0 1
H 1.84491 -2.35735 -3.02442
H 1.63045 -4.44313 0.18051
O 1.39131 -1.61133 -5.57913
O 0.00888 3.96533 -0.59420
H -3.59407 -4.81408 2.04133
C -3.15983 4.46483 -0.50666
H -0.25624 0.71524 -0.49046
H -4.17255 3.78383 5.23487
C 0.93854 3.40546 -1.13400
H 2.79408 0.47969 -1.90574
H 1.95562 2.64114 0.41864
H -6.19572 0.74489 -0.19888
H -0.66990 4.83343 -6.98143
C 1.03999 -2.82670 -3.59004
H 4.47515 0.07466 1.90696
O -5.91245 0.25297 -0.97307
H -2.74527 0.77488 0.96797
H 0.73001 -3.53019 -5.52915
C 0.05958 3.55330 -5.83320
H -2.79543 5.41791 -0.88998
H 3.59709 -2.75967 -0.62543
C 1.51168 0.20539 4.76304
H -2.33728 1.02788 3.58737
O -2.74258 0.32722 3.07122
O -3.67919 -1.19034 -1.30642
H -2.56721 4.11557 6.01700
N -0.05077 4.03650 -7.02223
H 0.01730 -2.00856 1.76933
C 0.09401 7.29518 -2.36920
C -3.52536 -2.45192 -0.59351
O 1.99216 0.86285 -3.75382
H -3.11515 3.84489 -1.40209
O 2.61261 -0.58748 5.20861
H -1.63264 -2.83471 -1.45954
C -2.60810 -3.31447 -1.37950
C -0.12108 -0.33786 -0.24389
H -4.20633 0.10900 1.74536
H -4.55387 -2.80396 -0.51390
H -3.27702 2.03709 -2.63170
C -3.22609 -5.80589 1.77864
O -4.92599 -6.79088 3.19380
H 6.36913 0.16854 3.95211
O 0.36649 7.62450 -1.24303
O -1.50961 -2.08422 2.86488
C 0.83636 -5.02875 0.64371
H 2.50035 -3.32554 -5.04606
H -4.49787 -0.74920 -1.06818
N 1.94000 2.83296 -0.57285
O 5.31461 -1.03590 -0.23361
H -0.30124 5.47789 -1.79545
H -2.67835 -4.46766 -4.91502
H 1.45000 0.21239 1.10312
H 1.29112 -4.08829 5.59635
H -1.55249 -3.80925 -6.07210
N 1.01492 3.31553 -2.43475
H 3.51861 -0.42810 -3.35100
H 1.06792 -5.39512 4.65569
N 6.25447 2.46479 3.56496
H 0.53241 -5.93256 -1.04067
H 0.44199 4.14654 2.24628
H -5.58974 0.76185 -2.96797
O 5.02073 3.23400 -1.39715
H -3.13423 -2.25994 0.40562
C 2.59297 -3.88854 3.84534
O 1.99121 2.97768 2.32191
H -3.72069 1.75167 2.11110
H -2.83215 -6.81180 3.63411
C -1.84408 -3.12848 3.79042
H 0.08123 -2.30829 -3.57823
H -1.84444 -2.83054 -4.63912
H 5.56501 2.83042 -2.07721
H 4.58676 2.88677 0.58875
H 3.88865 1.32836 -2.93066
N -0.28233 6.07172 -2.61222
C 5.30640 2.55328 -0.15892
O -2.54498 2.49211 4.71693
H -1.77845 1.91445 -3.52050
O 4.09327 2.28161 4.04066
H -2.83796 4.39989 4.28512
N 5.46370 0.55763 4.17325
H 6.13189 3.44733 3.36573
H 6.30516 2.74967 0.23097
H 2.74705 2.52681 -1.09730
H -1.45563 -2.99817 4.80048
H -5.93942 2.08842 -1.78008
C 0.68221 3.18030 2.68988
H 0.61173 3.80504 -7.74860
C -6.14378 1.06000 -2.07788
N 3.86439 -0.61951 1.50053
H -3.34207 -7.93605 2.48151
H 1.71435 2.66966 -6.65653
H -3.14332 -0.37205 -2.53438
C -3.08802 3.75706 5.12912
H -5.14994 -5.85740 3.20241
H 1.58280 0.09230 -4.15417
H -2.22356 -5.69714 1.36487
H -2.38555 2.01638 5.53538
H 0.45070 -0.84202 -1.02298
H -4.20658 4.66869 -0.28115
O -3.26311 -2.78880 -5.99717
O 0.89080 -1.75673 1.46083
H -2.84272 -2.11854 -6.54088
H -1.95101 -1.27127 3.12157
C -3.55031 -6.92159 2.82152
H 3.24024 -4.51067 3.22720
H 0.74085 -3.76556 -3.12405
H -7.22072 1.05832 -2.24610
N 0.13556 8.03531 -3.43395
H 1.22428 -5.33112 1.61643
O -0.60156 3.92591 -4.90193
H -3.84095 -6.05823 0.91471
H 2.04098 -3.26101 3.14562
H 0.56376 -1.41544 -6.02453
H -2.25520 -4.27050 -0.99276
O -2.91637 0.10269 -3.33733
H -0.22166 7.58494 -4.26441
C 0.55729 -0.41304 1.10242
N 1.12046 2.75646 -5.84422
H -1.58602 3.74095 0.40372
H 3.25114 -2.23664 4.83753
O 3.62845 -3.07418 4.55866
H 1.21288 2.18935 -5.01359
H 0.35170 9.02182 -3.44734
O 0.45487 -6.18538 -0.11781
H 2.54644 -2.06529 0.66797
H 4.69786 -0.08263 4.32709
H -1.09112 -0.83358 -0.28139
H -2.96936 -3.40284 -2.40409
C 5.19666 1.79077 3.94453
H -1.59279 -4.10076 3.36659
C 3.16508 0.51316 -2.93012
C -2.30515 -3.53301 -5.33366
C 4.29790 -1.19973 0.39690
H -2.92424 -3.27171 3.81945
H 1.83404 1.05311 4.15843
H 2.55612 -5.25246 5.52324
H 1.55777 2.68651 -3.00899
C -2.43733 1.37425 -2.84067
H 2.58034 2.75135 3.04531
C 1.86570 -4.69146 4.89340
H -0.44622 5.78435 -3.56651
H -0.11933 0.02249 1.83768
O -2.44507 4.09554 0.64432
H 1.13565 0.73821 5.63643
H 7.18124 2.09573 3.72302
H -0.01757 -4.38983 0.86887
H 3.09293 -1.01173 2.02123
H 0.10755 2.38237 2.21959
H 0.37481 3.20337 3.73538
H 2.84635 -0.42905 6.12614
H -1.89897 1.26763 -1.89891
H 5.28480 1.47259 -0.29944
C -3.34007 0.75649 1.88120
C 1.48386 -2.93316 -5.01597
H 0.29653 3.83267 -2.92114
N 3.41705 -2.15606 0.16409
H 0.73021 -0.45627 4.38941
*
```

For the LUMO energy, the calculation gives 0.2 eV. Its HOMO-LUMO gap is 8.78 eV. The HOMO energy comes out at -8.589 eV. The value obtained for the molar mass is 915.1 u.

# 2
Molecular formula: C3H7NOS
Method: DFT, wB97M-V/def2-TZVPD

```
! RIJCOSX wB97M-V def2-TZVPD def2/J DEFGRID3
* xyz -2 1
C -0.36171 0.61171 0.53763
H -0.67676 1.00985 1.50644
C 1.52343 -0.72253 -0.43759
S -2.91972 1.38052 -0.37826
C -1.60503 0.12564 -0.21203
H 1.32713 -0.06029 1.43065
H -0.00741 1.48390 -0.05723
O 2.79103 -1.02473 -0.07676
H -1.97962 -0.77560 0.28599
H 1.45867 0.15077 -1.14026
H -1.27505 -0.22045 -1.20183
H 1.04771 -1.56528 -0.98646
N 0.67733 -0.39352 0.72972
*
```

For the LUMO energy, the calculation gives 6.1 eV. Its HOMO-LUMO gap is 5.63 eV. The HOMO energy comes out at 0.523 eV. The calculation puts the energy above the lowest of the compared OMol25 structures with the same formula, charge and spin at 0.000 eV. The value obtained for the molar mass is 105.2 u.

# 3
Molecular formula: C6H10N2O
Method: DFT, wB97M-V/def2-TZVPD

```
! RIJCOSX wB97M-V def2-TZVPD def2/J DEFGRID3
* xyz 0 1
C -1.98529 -1.18871 -0.23313
H 2.04974 -0.06283 1.43750
C 0.90142 1.92267 -0.02301
H 1.86139 -1.74944 0.79494
C -1.56429 1.07769 -0.00309
C 1.75392 -0.66996 0.47891
H -2.09463 -1.55705 -1.19706
H 1.91304 1.56499 -0.38206
H 2.54111 -1.17185 -1.13619
C 0.26803 -0.37936 0.26893
H 0.88952 2.40722 1.04535
H -1.65226 2.24860 -0.03253
N -0.05968 0.93163 0.02294
H 0.50421 2.82545 -0.75005
H -2.69509 -1.92335 0.38030
N -2.45688 0.23091 -0.08082
H -0.51263 -2.38234 0.20269
C -0.66225 -1.33190 0.20040
O 2.81778 -0.61498 -0.51148
*
```

For the LUMO energy, the calculation gives 0.8 eV. Its HOMO-LUMO gap is 8.48 eV. The HOMO energy comes out at -7.718 eV. The calculation puts the energy above the lowest of the compared OMol25 structures with the same formula, charge and spin at 3.895 eV. The value obtained for the molar mass is 126.2 u.

# 4
Molecular formula: C19H28N3
Method: DFT, wB97M-V/def2-TZVPD

```
! RIJCOSX wB97M-V def2-TZVPD def2/J DEFGRID3
* xyz 1 1
H -0.40321 -2.35112 0.64057
C -0.63567 -4.85927 0.17970
C -0.02341 3.20312 -2.71625
H -0.82731 -3.98314 -2.85377
H -2.83979 1.96609 1.86718
H -0.63252 -0.51153 -3.66328
C 0.08035 -1.48202 -1.32719
H -0.35398 2.03518 4.59431
H 2.38209 1.05715 -1.35409
C -0.18311 -2.54332 -0.43187
C -0.16632 2.83375 -4.05813
H -0.49332 1.17827 -5.42654
N 2.03045 0.70943 0.69972
H -1.44711 2.64645 1.01820
C -0.39257 0.51937 -3.37246
C -0.96437 1.28016 2.62624
H 0.10736 4.25569 -2.44375
C -0.35870 1.48497 -4.37824
H -0.24833 0.22900 0.27186
H -0.41831 3.29112 3.31861
H 3.64710 1.10096 2.14690
C -1.50772 0.01713 3.28233
H 0.92824 -3.91200 -2.54632
C 2.58126 1.00927 1.96501
C 0.70713 0.61238 0.83767
H -0.28265 -5.82578 -0.19128
N 0.39360 1.00752 2.08943
H -0.16892 -4.62743 1.14243
H -0.86462 -0.27380 4.12410
C -1.84139 1.73504 1.47874
H 0.07603 -1.75290 -2.39489
H -1.98254 0.97183 0.71301
H -1.91124 2.62155 4.00346
H 0.10025 2.55501 -0.67178
H -2.51847 0.20046 3.67312
H 0.00202 -5.38521 -2.12927
C 1.56225 1.14929 2.82316
C -0.02796 -4.29078 -2.16252
H -1.72489 -4.90889 0.32400
N -0.26600 -3.83253 -0.79268
H 3.11799 -0.41972 -0.69915
H 3.77685 1.16613 -0.29595
C -0.00487 2.23612 -1.71095
C 2.86261 0.61483 -0.48558
H 1.55210 1.40687 3.87557
C -0.88729 2.36878 3.69123
C -0.04472 0.85882 -2.01314
H -1.56653 -0.81175 2.56657
C 0.20008 -0.12591 -0.97980
H -0.11997 3.57536 -4.85428
*
```

For the LUMO energy, the calculation gives -3.7 eV. Its HOMO-LUMO gap is 5.13 eV. The HOMO energy comes out at -8.862 eV. The calculation puts the energy above the lowest of the compared OMol25 structures with the same formula, charge and spin at 5.973 eV. The value obtained for the molar mass is 298.5 u.